# 1
{"formula": "C28H34BBrF6NO5", "method": "ωB97M-V with the def2-TZVPD basis set", "species": ["O", "B", "O", "C", "C", "C", "O", "C", "C", "C", "C", "C", "C", "C", "C", "Br", "C", "F", "N", "C", "F", "F", "C", "C", "C", "C", "C", "C", "F", "F", "F", "C", "H", "H", "H", "H", "H", "H", "H", "H", "H", "H", "H", "H", "H", "H", "C", "C", "O", "C", "C", "H", "H", "H", "H", "H", "H", "H", "H", "H", "H", "C", "C", "O", "C", "C", "H", "H", "H", "H", "H", "H", "H", "H", "H", "H"], "coordinates": [[-0.316, 0.032, 1.233], [0.773, 0.275, 0.448], [0.819, -0.186, -0.812], [1.982, 1.145, 1.099], [2.705, 0.576, 2.135], [2.492, -0.849, 2.614], [3.145, -1.743, 1.744], [2.341, -2.687, 1.111], [2.513, -2.845, -0.258], [1.770, -3.783, -0.964], [0.852, -4.577, -0.287], [0.682, -4.404, 1.083], [1.424, -3.473, 1.793], [3.713, 1.300, 2.775], [3.959, 2.589, 2.369], [5.275, 3.616, 3.231], [3.227, 3.129, 1.325], [3.458, 4.354, 0.981], [2.280, 2.421, 0.685], [1.497, 2.985, -0.449], [1.674, 2.174, -1.483], [2.040, 4.158, -0.808], [0.048, 3.173, -0.096], [-0.253, 3.970, 1.005], [-1.578, 4.210, 1.355], [-2.581, 3.628, 0.588], [-2.267, 2.825, -0.501], [-3.410, 2.233, -1.288], [-4.087, 3.191, -1.926], [-3.006, 1.351, -2.186], [-4.281, 1.632, -0.477], [-0.948, 2.583, -0.863], [-0.227, 0.420, 2.108], [-0.054, -0.526, -1.051], [1.445, -1.090, 2.770], [2.973, -0.922, 3.588], [3.232, -2.230, -0.776], [1.929, -3.863, -2.026], [0.297, -5.322, -0.833], [-0.044, -5.029, 1.579], [1.294, -3.338, 2.855], [4.267, 0.860, 3.585], [0.538, 4.426, 1.586], [-1.800, 4.850, 2.191], [-3.612, 3.830, 0.832], [-0.712, 1.971, -1.718], [-1.167, 6.499, -3.088], [-2.593, 6.322, -2.590], [-2.762, 6.638, -1.219], [-2.466, 7.975, -0.851], [-3.333, 9.011, -1.544], [-0.471, 5.944, -2.455], [-1.080, 6.132, -4.111], [-0.859, 7.545, -3.083], [-2.881, 5.276, -2.684], [-3.292, 6.898, -3.205], [-1.403, 8.190, -1.011], [-2.638, 8.022, 0.225], [-3.139, 9.053, -2.616], [-3.137, 10.000, -1.131], [-4.389, 8.778, -1.406], [0.820, -9.435, 1.740], [-0.492, -8.897, 1.195], [-0.344, -8.089, 0.040], [0.228, -8.724, -1.091], [-0.575, -9.905, -1.606], [1.528, -8.621, 1.905], [0.649, -9.949, 2.686], [1.284, -10.147, 1.056], [-0.957, -8.252, 1.941], [-1.196, -9.713, 1.003], [1.262, -9.020, -0.881], [0.273, -7.954, -1.862], [-0.583, -10.733, -0.896], [-0.147, -10.271, -2.539], [-1.610, -9.613, -1.787]], "charge": 1, "de_lowest_kcal_mol": 0.0, "homo_energy_ev": -11.17, "orbital_gap_ev": 6.57}

=====

# 2
{"formula": "C28H34BaBrClFN5O6", "method": "ωB97M-V with the def2-TZVPD basis set", "species": ["Ba", "N", "C", "C", "O", "N", "C", "C", "O", "O", "H", "H", "H", "H", "H", "H", "C", "C", "C", "C", "N", "N", "H", "H", "H", "H", "H", "H", "H", "H", "H", "H", "H", "H", "Br", "C", "C", "C", "N", "C", "C", "H", "H", "H", "H", "F", "C", "C", "C", "C", "C", "C", "H", "H", "H", "H", "C", "C", "C", "C", "Cl", "C", "C", "C", "O", "C", "C", "O", "O", "H", "H", "H", "H", "H", "H", "H", "H"], "coordinates": [[0.833, 0.648, -0.845], [-3.559, 1.662, -0.927], [-2.449, 2.607, -0.848], [-1.219, 2.125, -0.072], [-1.280, 0.950, 0.453], [-0.104, 2.833, 0.019], [0.088, 3.985, -0.888], [0.556, 3.563, -2.323], [1.010, 4.438, -3.065], [0.423, 2.302, -2.563], [-3.708, 1.270, -0.003], [-3.263, 0.851, -1.464], [-2.791, 3.533, -0.384], [-2.140, 2.868, -1.863], [0.863, 4.634, -0.489], [-0.803, 4.612, -1.017], [-3.528, -3.305, 2.258], [-2.846, -1.967, 2.050], [-1.799, -1.726, 3.146], [-3.877, -0.850, 2.082], [-2.238, -1.928, 0.709], [-1.076, -2.765, 0.644], [-3.969, -3.373, 3.262], [-2.799, -4.114, 2.136], [-4.318, -3.437, 1.508], [-2.265, -1.706, 4.141], [-1.292, -0.763, 2.985], [-1.042, -2.517, 3.141], [-4.445, -0.889, 3.017], [-4.572, -0.951, 1.237], [-3.386, 0.131, 2.013], [-1.978, -0.963, 0.522], [-0.919, -2.952, -0.339], [-0.269, -2.236, 0.962], [5.133, 1.755, -7.084], [4.171, 1.263, -5.526], [4.607, 1.703, -4.291], [3.877, 1.298, -3.183], [2.793, 0.520, -3.264], [2.385, 0.125, -4.479], [3.050, 0.469, -5.647], [5.474, 2.339, -4.188], [4.174, 1.601, -2.178], [1.481, -0.483, -4.504], [2.693, 0.130, -6.608], [-1.824, -3.457, -5.898], [-1.340, -2.712, -4.849], [-1.828, -1.437, -4.656], [-1.314, -0.686, -3.582], [-0.337, -1.149, -2.667], [0.086, -2.468, -2.959], [-0.385, -3.262, -4.027], [-2.580, -1.045, -5.334], [-1.708, 0.335, -3.479], [0.851, -2.944, -2.327], [-0.029, -4.272, -4.215], [1.866, -1.194, 5.711], [1.291, -0.061, 4.903], [0.145, 0.608, 5.311], [-0.405, 1.618, 4.536], [-1.875, 2.434, 5.094], [0.170, 1.979, 3.339], [1.333, 1.334, 2.928], [1.888, 0.324, 3.702], [3.001, -0.399, 3.366], [3.688, -0.107, 2.141], [2.833, -0.319, 0.922], [1.748, -0.954, 1.052], [3.273, 0.245, -0.141], [1.286, -1.335, 6.625], [2.910, -1.016, 5.983], [1.856, -2.129, 5.145], [-0.341, 0.322, 6.239], [-0.275, 2.726, 2.689], [1.739, 1.625, 1.971], [4.519, -0.806, 2.103], [4.078, 0.909, 2.131]], "charge": -2, "de_lowest_kcal_mol": 20.5, "homo_energy_ev": -1.88, "orbital_gap_ev": 5.55}

=====

# 3
{"formula": "C28H34Cl2NO2PV", "method": "ωB97M-V with the def2-TZVPD basis set", "species": ["V", "N", "C", "C", "C", "C", "C", "C", "C", "C", "C", "C", "C", "C", "H", "H", "H", "H", "H", "H", "H", "H", "H", "H", "Cl", "C", "C", "C", "Cl", "C", "O", "C", "C", "O", "C", "H", "H", "H", "C", "C", "C", "P", "C", "C", "C", "C", "C", "C", "H", "H", "H", "H", "H", "H", "H", "H", "H", "H", "H", "H", "H", "H", "H", "H", "H", "H", "H", "H", "H"], "coordinates": [[-0.009, -0.098, -0.319], [-0.073, -0.488, 1.833], [0.895, -0.005, 2.819], [0.439, 0.324, 4.081], [1.341, 0.764, 5.038], [2.685, 0.863, 4.707], [3.115, 0.530, 3.433], [2.226, 0.082, 2.454], [2.717, -0.182, 1.071], [4.030, -0.607, 0.908], [4.632, -0.642, -0.344], [3.947, -0.199, -1.468], [2.626, 0.180, -1.339], [1.950, 0.109, -0.088], [-1.003, -0.342, 2.221], [0.013, -1.506, 1.794], [-0.613, 0.227, 4.325], [0.996, 1.025, 6.029], [3.402, 1.214, 5.437], [4.159, 0.657, 3.181], [4.604, -0.911, 1.773], [5.655, -0.988, -0.430], [4.439, -0.152, -2.430], [2.106, 0.523, -2.222], [-1.820, -4.289, -5.977], [-1.305, -3.146, -4.805], [-0.686, -1.965, -5.231], [-0.252, -0.991, -4.342], [0.567, 0.404, -4.918], [-0.467, -1.202, -2.997], [-0.106, -0.300, -2.052], [-1.035, -2.396, -2.556], [-1.112, -2.669, -1.180], [-0.730, -1.896, -0.255], [-1.469, -3.386, -3.466], [-0.526, -1.807, -6.291], [-1.523, -3.627, -0.857], [-1.908, -4.311, -3.115], [-1.700, 4.565, 0.217], [-0.896, 3.269, 0.388], [-0.380, 3.115, 1.821], [-1.722, 1.720, -0.141], [-2.431, 1.929, -1.813], [-3.828, 2.559, -1.887], [-1.441, 2.700, -2.699], [-3.001, 1.225, 1.070], [-3.977, 2.315, 1.530], [-3.743, -0.018, 0.567], [-1.092, 5.390, 0.591], [-2.626, 4.561, 0.787], [-1.939, 4.784, -0.820], [-0.028, 3.329, -0.276], [-1.196, 3.034, 2.543], [0.199, 3.999, 2.087], [0.279, 2.254, 1.952], [-2.513, 0.904, -2.192], [-3.871, 3.534, -1.407], [-4.602, 1.929, -1.452], [-4.076, 2.702, -2.940], [-1.517, 3.771, -2.515], [-1.693, 2.528, -3.745], [-0.399, 2.411, -2.570], [-2.423, 0.952, 1.959], [-4.567, 2.728, 0.715], [-3.474, 3.132, 2.041], [-4.669, 1.867, 2.246], [-4.378, 0.222, -0.287], [-4.389, -0.402, 1.356], [-3.075, -0.832, 0.273]], "spin_multiplicity": 2, "charge": 2, "homo_energy_ev": [-14.08, -14.10], "orbital_gap_ev": [6.56, 6.58], "s_squared": 0.780}

=====

# 4
{"formula": "C28H34MoOPS5", "method": "ωB97M-V with the def2-TZVPD basis set", "species": ["Mo", "C", "C", "S", "C", "C", "S", "C", "C", "S", "H", "H", "H", "H", "H", "H", "H", "H", "H", "H", "H", "H", "C", "C", "C", "C", "C", "C", "C", "O", "C", "C", "C", "H", "H", "H", "H", "H", "H", "H", "H", "H", "H", "H", "H", "S", "P", "S", "C", "C", "C", "C", "C", "C", "C", "C", "C", "C", "C", "C", "H", "H", "H", "H", "H", "H", "H", "H", "H", "H"], "coordinates": [[1.199, 0.042, 1.078], [2.180, 2.736, 3.795], [1.265, 1.680, 4.411], [0.645, 0.195, 3.507], [1.773, -1.109, 4.079], [3.217, -0.865, 3.702], [3.332, -0.579, 1.899], [4.703, 0.611, 1.735], [4.382, 2.062, 2.052], [3.974, 2.455, 3.778], [2.063, 3.610, 4.440], [1.847, 3.048, 2.808], [0.334, 2.163, 4.710], [1.708, 1.257, 5.314], [1.377, -2.030, 3.646], [1.664, -1.191, 5.161], [3.830, -1.740, 3.918], [3.628, 0.003, 4.211], [5.053, 0.505, 0.707], [5.473, 0.207, 2.393], [3.599, 2.440, 1.396], [5.287, 2.631, 1.828], [2.295, -4.421, -4.752], [1.715, -3.990, -3.452], [1.743, -2.626, -3.085], [1.250, -2.196, -1.887], [1.186, -0.717, -1.624], [0.693, -3.169, -0.982], [0.221, -2.839, 0.274], [0.326, -1.685, 0.851], [0.622, -4.557, -1.366], [0.009, -5.606, -0.485], [1.143, -4.922, -2.586], [2.228, -3.637, -5.504], [1.820, -5.327, -5.123], [3.357, -4.646, -4.606], [2.143, -1.910, -3.792], [1.446, -0.168, -2.529], [1.969, -0.344, -0.914], [0.176, -0.403, -1.348], [-0.270, -3.592, 0.884], [-1.052, -5.414, -0.317], [0.504, -5.668, 0.485], [0.094, -6.582, -0.955], [1.103, -5.961, -2.889], [3.781, 3.251, -1.945], [2.408, 4.354, -1.300], [1.072, 2.059, 0.591], [2.626, 5.345, 0.122], [1.561, 6.089, 0.662], [1.788, 6.894, 1.761], [3.065, 6.977, 2.309], [4.126, 6.255, 1.768], [3.914, 5.431, 0.683], [0.957, 4.659, -2.243], [-0.341, 4.626, -1.712], [-1.408, 4.971, -2.517], [-1.189, 5.365, -3.835], [0.095, 5.396, -4.362], [1.175, 5.030, -3.578], [0.580, 6.063, 0.209], [0.979, 7.480, 2.176], [3.240, 7.629, 3.155], [5.118, 6.354, 2.188], [4.734, 4.880, 0.241], [-0.516, 4.320, -0.688], [-2.414, 4.940, -2.122], [-2.029, 5.647, -4.455], [0.257, 5.703, -5.386], [2.175, 5.045, -3.993]], "charge": 3, "homo_energy_ev": -16.44, "orbital_gap_ev": 6.48}